152
Properties=species:S:1:pos:R:3:forces:R:3:lowdin_charge:R:1 method="wB97M-V/def2-TZVPD" smiles="C[Si](C)(CCCCCCCCCO[C@H](CNCCCCn1cccc1)COO)c1ccccc1.C[N+](=O)[O-].C[N+](=O)[O-].C[N+](=O)[O-].C[N+](=O)[O-].C[N+](=O)[O-].C[N+](=O)[O-].C[N+](=O)[O-].C[N+](=O)[O-].C[N+](=O)[O-].C[N+](=O)[O-]" homo_lumo_gap_ev=6.78
C 2.810 4.203 -0.540 -0.17 -0.01 -0.17 -0.21
Si 2.154 2.774 -1.684 -0.89 -0.04 0.59 0.53
C 0.916 1.653 -0.651 -0.27 -1.00 0.46 -0.22
C 1.095 3.530 -3.125 0.27 0.91 -0.93 -0.28
C 1.070 2.624 -4.491 -0.14 -0.14 -0.93 -0.26
C -0.425 2.196 -5.014 0.14 -0.18 -0.25 -0.22
C -1.546 3.391 -4.965 -0.09 0.49 -0.13 -0.21
C -2.833 3.137 -5.959 -0.50 -0.02 -0.53 -0.22
C -4.154 2.502 -5.224 -0.38 -0.14 0.40 -0.22
C -3.817 1.254 -4.185 -0.57 0.20 -0.28 -0.20
C -5.063 0.154 -4.108 -0.24 0.45 1.61 -0.16
C -4.597 -1.275 -3.374 -0.57 1.50 -1.89 -0.19
O -4.509 -0.971 -1.939 1.87 -1.64 -0.95 -0.18
C -3.414 -1.690 -1.272 1.14 -0.26 1.15 -0.22
C -3.556 -1.422 0.371 -0.77 -1.43 -0.62 -0.15
N -3.786 0.047 0.711 2.02 -0.17 -1.10 -0.07
C -2.907 0.515 1.849 1.40 -0.20 0.93 -0.22
C -3.543 1.692 2.791 -0.54 -0.88 0.84 -0.20
C -4.770 2.546 2.126 0.48 0.86 0.08 -0.19
C -4.448 3.237 0.678 -1.74 0.14 0.20 -0.20
N -3.201 4.088 0.626 2.27 1.20 -2.36 -0.17
C -2.296 4.662 1.691 1.60 1.62 -5.69 -0.03
C -1.177 5.526 0.820 -3.16 -2.01 -1.40 -0.08
C -1.491 5.412 -0.787 -3.92 -3.10 4.18 -0.08
C -2.833 4.436 -0.831 3.96 2.66 3.05 -0.06
C -1.899 -1.180 -1.704 -0.30 1.42 1.00 -0.11
O -1.267 -1.991 -2.757 -5.79 -0.92 2.72 -0.21
O -0.168 -1.438 -3.199 4.85 3.31 -1.27 -0.10
C 3.568 1.600 -2.316 3.03 -2.94 -1.13 -0.21
C 4.594 2.031 -3.562 0.82 -3.84 1.44 -0.06
C 5.756 0.985 -4.100 -2.97 -1.04 3.73 -0.08
C 5.847 -0.488 -3.329 -2.31 2.08 1.23 -0.08
C 4.859 -0.896 -2.082 -0.41 3.50 -1.70 -0.07
C 3.698 0.142 -1.552 3.31 0.60 -3.81 -0.06
H 2.581 5.221 -1.115 0.70 -2.04 1.53 0.06
H 2.189 4.137 0.472 1.51 0.37 -2.09 0.06
H 3.965 4.039 -0.379 -2.62 0.59 -0.11 0.02
H -0.190 2.066 -0.687 2.24 -0.70 0.20 0.05
H 1.288 1.568 0.467 -0.95 0.15 -2.16 0.06
H 0.907 0.550 -1.074 -0.11 2.09 0.83 0.01
H 0.027 3.786 -2.686 2.12 -0.61 -0.99 0.06
H 1.612 4.566 -3.395 -1.22 -2.01 0.53 0.09
H 1.689 1.618 -4.380 -1.22 2.11 -0.10 0.10
H 1.598 3.220 -5.379 -1.12 -1.20 1.98 0.12
H -0.339 1.858 -6.146 -0.11 0.59 2.30 0.12
H -0.746 1.230 -4.402 0.35 2.11 -1.22 0.09
H -1.936 3.572 -3.869 0.75 -0.44 -2.07 0.09
H -1.056 4.426 -5.300 -0.82 -2.35 0.71 0.13
H -2.552 2.423 -6.859 -0.32 1.40 1.89 0.11
H -3.151 4.172 -6.463 0.67 -2.24 1.17 0.11
H -4.949 2.084 -5.991 1.76 1.01 1.24 0.10
H -4.706 3.368 -4.632 1.13 -1.82 -1.10 0.11
H -2.861 0.682 -4.542 -1.69 1.16 0.72 0.10
H -3.640 1.760 -3.125 -0.20 -1.45 -2.08 0.10
H -5.887 0.610 -3.374 1.65 -0.97 -1.63 0.12
H -5.602 -0.015 -5.133 1.34 0.19 1.78 0.11
H -3.588 -1.574 -3.886 -1.65 0.35 1.37 0.13
H -5.415 -2.078 -3.629 1.57 1.34 0.84 0.13
H -3.439 -2.846 -1.477 -0.20 2.10 0.40 0.17
H -4.473 -2.081 0.756 2.08 1.63 -0.91 0.11
H -2.590 -1.868 0.864 -1.72 0.88 -0.89 0.11
H -3.410 0.563 -0.140 -0.92 -0.75 1.38 0.09
H -2.674 -0.430 2.538 -0.51 2.12 -1.41 0.12
H -1.853 0.900 1.450 -2.11 -0.83 0.77 0.12
H -2.659 2.360 3.225 -2.00 -1.32 -1.20 0.10
H -3.999 1.143 3.748 0.85 1.25 -2.02 0.11
H -5.012 3.439 2.878 0.42 -1.91 -1.58 0.12
H -5.748 1.909 1.997 2.12 1.13 0.26 0.12
H -4.453 2.473 -0.239 0.29 1.54 2.31 0.12
H -5.360 3.973 0.451 1.86 -1.57 0.55 0.13
H -2.410 4.501 2.844 0.08 0.31 -2.81 0.10
H -0.292 6.172 1.248 -2.11 -1.62 -0.78 0.07
H -0.972 5.884 -1.726 -1.07 -1.04 2.29 0.08
H -3.425 4.058 -1.791 1.24 0.79 2.71 0.10
H -2.039 -0.044 -2.042 0.43 -2.21 0.17 0.14
H -1.163 -1.135 -0.776 -1.53 -0.30 -1.73 0.12
H -0.099 -0.473 -2.936 -0.51 -1.28 -0.25 0.10
H 4.486 3.095 -4.075 0.19 -2.54 1.26 0.09
H 6.503 1.263 -4.972 -1.81 -0.68 2.02 0.08
H 6.649 -1.298 -3.669 -1.94 2.04 0.75 0.09
H 4.970 -1.951 -1.555 -0.17 2.43 -1.37 0.07
H 3.005 -0.216 -0.672 1.46 1.04 -2.02 0.08
C -5.854 -4.560 3.811 -0.15 -0.27 0.01 0.04
N -5.018 -3.751 2.884 0.61 0.52 -0.68 -0.41
O -4.727 -4.259 1.794 -0.29 0.82 1.48 0.05
O -4.676 -2.629 3.275 -0.38 -1.62 -0.65 0.05
H -6.079 -5.519 3.339 0.11 0.37 0.05 0.08
H -5.281 -4.707 4.729 -0.15 0.11 -0.16 0.10
H -6.771 -3.999 4.001 0.24 -0.04 0.04 0.11
C 0.021 -3.401 1.601 -0.02 0.07 -0.14 0.03
N 0.492 -2.045 1.994 0.27 0.63 0.07 -0.40
O 0.191 -1.105 1.250 0.60 -0.91 1.21 0.02
O 1.149 -1.963 3.038 -0.85 0.18 -1.47 0.04
H -0.541 -3.324 0.668 0.13 0.09 0.23 0.10
H 0.904 -4.030 1.469 -0.17 0.13 0.16 0.08
H -0.616 -3.775 2.406 0.32 0.23 -0.26 0.07
C 4.826 -2.843 2.108 0.25 0.13 0.21 0.04
N 4.608 -3.706 0.916 0.04 -0.64 -0.80 -0.42
O 5.611 -4.179 0.369 -1.62 0.59 0.58 0.05
O 3.437 -3.885 0.564 1.64 0.17 0.32 0.04
H 5.898 -2.773 2.303 -0.27 -0.10 -0.17 0.10
H 4.410 -1.858 1.882 -0.08 -0.23 0.09 0.10
H 4.310 -3.308 2.950 -0.06 0.16 -0.22 0.10
C 7.377 6.023 0.872 0.30 0.00 0.16 0.04
N 6.131 5.250 0.619 -0.62 -0.15 -0.26 -0.40
O 6.109 4.073 0.994 -0.28 1.34 -0.61 0.04
O 5.210 5.848 0.050 1.48 -0.90 0.95 0.03
H 8.098 5.376 1.376 -0.26 0.09 -0.17 0.09
H 7.763 6.351 -0.095 -0.16 -0.02 0.15 0.10
H 7.114 6.873 1.505 0.00 -0.12 -0.26 0.06
C -5.750 -9.027 3.196 -0.20 -0.21 -0.21 0.05
N -5.802 -8.025 4.294 -0.15 0.53 0.76 -0.42
O -6.921 -7.671 4.684 1.72 -0.25 -0.36 0.05
O -4.719 -7.621 4.733 -1.58 -0.36 -0.46 0.03
H -6.770 -9.291 2.909 0.24 0.16 0.18 0.10
H -5.220 -8.570 2.358 0.04 -0.09 0.22 0.11
H -5.217 -9.902 3.574 0.03 0.24 -0.08 0.11
C 8.572 2.117 -1.453 -0.20 -0.16 -0.28 0.04
N 9.042 3.473 -1.060 0.30 0.81 0.25 -0.42
O 8.741 4.414 -1.805 0.51 -1.04 1.22 0.05
O 9.699 3.555 -0.016 -0.92 0.14 -1.50 0.04
H 8.009 2.194 -2.386 0.11 0.08 0.28 0.08
H 9.454 1.488 -1.585 -0.14 0.12 0.18 0.10
H 7.934 1.744 -0.649 0.19 0.06 -0.09 0.10
C -0.940 -7.074 4.364 -0.28 -0.04 0.25 0.05
N -0.672 -6.209 3.183 0.33 0.27 -0.61 -0.40
O -1.617 -5.544 2.742 1.16 -0.95 0.38 0.03
O 0.479 -6.222 2.732 -1.79 0.13 0.48 0.06
H -1.988 -6.963 4.652 0.28 0.03 -0.15 0.08
H -0.727 -8.104 4.073 0.11 0.23 0.07 0.11
H -0.282 -6.744 5.170 -0.05 -0.15 -0.20 0.10
C -3.955 -6.718 8.680 -0.31 -0.04 0.16 0.04
N -2.970 -7.470 7.855 0.51 -0.79 -0.60 -0.42
O -3.260 -8.631 7.546 0.68 1.72 0.32 0.05
O -1.934 -6.873 7.542 -1.35 -0.94 0.29 0.04
H -4.813 -7.363 8.879 0.29 0.08 -0.14 0.10
H -3.458 -6.437 9.611 -0.02 0.06 -0.25 0.10
H -4.258 -5.838 8.110 0.18 -0.11 0.14 0.10
C 6.483 8.514 5.329 0.06 -0.06 0.34 0.04
N 6.931 8.150 3.958 0.36 -0.26 -0.87 -0.42
O 7.870 7.352 3.862 -1.32 1.14 -0.10 0.05
O 6.327 8.676 3.016 0.99 -0.87 1.22 0.05
H 7.100 7.980 6.056 -0.10 0.09 -0.30 0.10
H 6.605 9.594 5.440 -0.15 -0.19 -0.11 0.10
H 5.436 8.220 5.423 0.16 0.18 -0.10 0.10
C 1.145 -3.244 -4.927 -0.16 -0.07 0.11 0.02
N 2.130 -3.995 -5.752 0.61 -0.52 -0.55 -0.43
O 1.840 -5.157 -6.061 0.65 1.49 0.25 0.04
O 3.166 -3.398 -6.065 -1.41 -1.03 0.33 0.04
H 0.287 -3.888 -4.728 0.28 0.11 -0.10 0.10
H 1.642 -2.963 -3.996 -0.07 0.08 -0.30 0.10
H 0.842 -2.363 -5.498 0.20 -0.11 0.21 0.10